Run A
Here is a structure of composition C18H42AlFeN6O10P from the OMol25 dataset. Energies are from ωB97M-V/def2-TZVPD.

Calculated values
Orbital gap (spin up / spin down) ... 7.95 / 3.49 eV
HOMO level (spin up / spin down) ... -13.5401 / -14.0122 eV
<S²> ... 20.049
2S+1 ... 9
Total charge ... +2

Atoms and positions in Å:
Fe 1.79135 -2.11534 3.75203
Al -1.52571 1.35524 4.26084
P 0.83559 -0.54760 2.37573
O 0.94271 -2.04444 1.94425
O 0.27827 -0.81832 3.77785
O -0.11927 0.53598 1.79069
O 2.27130 -0.31702 2.90739
C 1.85736 2.90182 2.49026
O 0.90745 2.86747 3.30677
N 2.18447 3.93578 1.71938
C 3.28869 3.87228 0.76455
C 1.50721 5.29200 1.78777
H 2.55490 2.07850 2.27165
H 3.85979 4.79743 0.84231
H 3.06606 3.62881 -0.27432
H 3.81626 2.98740 1.12056
H 1.43861 5.81488 0.83384
H 0.45601 5.27130 2.07526
H 2.00652 6.02691 2.41920
C -0.45566 -2.33660 -1.26268
O -1.54762 -2.01886 -1.73925
N 0.16887 -3.47091 -1.72822
C 1.28944 -3.99360 -0.98589
C -0.44159 -4.27821 -2.83709
H 0.03653 -1.85898 -0.40138
H 1.12045 -5.06389 -0.86751
H 1.32732 -3.68916 0.06004
H 2.25173 -3.84345 -1.47534
H -0.96409 -3.62027 -3.53150
H 0.33610 -4.77422 -3.41784
H -1.09876 -5.00654 -2.36194
C -3.00767 1.58842 0.61007
O -2.91680 2.24856 1.64380
N -3.47929 2.03882 -0.54932
C -3.68302 3.45228 -0.79218
C -3.76697 1.10114 -1.66342
H -2.73731 0.52131 0.59032
H -4.66541 3.82636 -0.50396
H -3.32595 3.70909 -1.78950
H -3.07608 4.02660 -0.09226
H -3.15197 1.35836 -2.52581
H -3.69059 0.07529 -1.30302
H -4.81787 1.24159 -1.91637
C 3.98602 -2.22411 0.21448
O 4.66535 -3.21485 0.16332
N 3.92967 -1.28023 -0.72738
C 2.78977 -0.36627 -0.57417
C 4.45119 -1.32656 -2.12136
H 3.35313 -1.88709 1.04998
H 1.88311 -0.89795 -0.86293
H 2.83165 0.54585 -1.16946
H 2.65348 -0.07172 0.46639
H 5.32666 -1.96274 -2.25145
H 3.61242 -1.57904 -2.77008
H 4.59136 -0.31884 -2.51246
C -2.37158 -2.02796 2.11963
O -3.01334 -1.08341 2.65214
N -2.67860 -3.34335 2.20821
C -2.10842 -4.31587 1.35604
C -3.81057 -3.78719 3.00525
H -1.53195 -1.87922 1.42314
H -2.45950 -5.31356 1.61959
H -1.02781 -4.36497 1.49010
H -2.52643 -4.02932 0.39102
H -4.47476 -4.28552 2.29912
H -3.44365 -4.40939 3.82154
H -4.33294 -2.92965 3.42934
C -0.38203 3.46429 -1.02044
O -0.49237 4.69058 -1.17705
N -0.11703 2.60177 -2.06514
C -0.02118 1.18588 -1.77005
C 0.00168 2.95645 -3.44655
H -0.65381 3.03061 -0.04562
H 0.48094 1.02461 -0.81612
H 0.71655 0.80423 -2.47587
H -1.01423 0.74575 -1.67929
H -0.25434 3.95043 -3.81339
H 1.03931 2.78512 -3.73303
H -0.71909 2.35728 -4.00297

Run B
Here is a structure of composition C18H42AlFeN6O10P from the OMol25 dataset. Energies are from ωB97M-V/def2-TZVPD.

Calculated values
Orbital gap (spin up / spin down) ... 6.13 / 3.85 eV
HOMO level (spin up / spin down) ... -11.3433 / -13.5929 eV
<S²> ... 20.033
2S+1 ... 9
Total charge ... +2

Atoms and positions in Å:
Fe 3.21234 10.24145 -0.09234
Al 5.17478 6.97622 -3.23188
P 4.27847 8.16569 0.00407
O 4.89987 6.89550 -0.34763
O 3.92676 8.94417 -1.40716
O 4.97778 9.48653 0.49928
O 2.84241 8.32446 0.54862
C 1.44195 7.15493 -2.82162
O 2.25795 7.12742 -3.75008
N 0.26257 6.52754 -2.80068
C -0.57900 6.53102 -1.62350
C -0.18935 5.73128 -3.91865
H 1.59836 7.76815 -1.91970
H -0.63269 5.51727 -1.21546
H -1.60461 6.81810 -1.86516
H -0.26853 7.20518 -0.82742
H -1.26929 5.76609 -4.04478
H 0.27248 6.06227 -4.84665
H 0.08188 4.67391 -3.82333
C 5.36751 4.75067 2.15858
O 6.36045 4.11044 2.41374
N 4.11497 4.48180 2.59577
C 2.98554 5.19739 2.02710
C 3.83007 3.28639 3.33186
H 5.38540 5.65917 1.53620
H 2.47486 4.53775 1.30769
H 3.31653 6.13444 1.59665
H 2.17654 5.30698 2.75574
H 4.75579 2.81612 3.66130
H 3.22941 3.45785 4.22511
H 3.36273 2.49777 2.73021
C 4.15224 10.21949 4.05362
O 4.04991 11.33128 4.52292
N 4.13777 9.04390 4.73495
C 4.06838 7.76983 4.04574
C 4.13086 9.01120 6.17803
H 4.25286 10.09191 2.95496
H 3.93842 7.91886 2.97605
H 3.19885 7.22992 4.41931
H 4.98034 7.18429 4.21188
H 3.87055 9.98550 6.57918
H 3.42612 8.27781 6.57499
H 5.11138 8.69914 6.55765
C 7.63722 9.65380 3.58753
O 8.11352 10.26273 4.49039
N 7.86804 8.27521 3.42146
C 7.43248 7.56433 2.24658
C 8.56487 7.53464 4.44400
H 7.03886 10.13513 2.80397
H 8.30645 7.49128 1.57916
H 6.73715 8.16643 1.65513
H 7.05839 6.59381 2.56638
H 9.20028 6.76447 4.00361
H 9.18404 8.20825 5.03230
H 7.83942 7.02938 5.09820
C 7.51493 9.75319 -1.48795
O 7.34992 8.61052 -1.92979
N 8.00682 10.77030 -2.18475
C 8.41581 12.02602 -1.59484
C 8.05276 10.73112 -3.62357
H 7.24414 9.95335 -0.44111
H 7.77195 12.83335 -1.94972
H 9.45188 12.21348 -1.87374
H 8.37991 12.01171 -0.50651
H 7.16349 11.19680 -4.07826
H 8.90403 11.27333 -4.02618
H 8.02014 9.70925 -3.99075
C 3.91186 12.16045 -2.62132
O 3.34508 11.61621 -1.63583
N 4.44025 13.35240 -2.57711
C 4.91182 14.00795 -3.79824
C 4.42847 14.14766 -1.34915
H 3.99446 11.60556 -3.55688
H 4.18735 14.78714 -4.04435
H 4.91688 13.32525 -4.64664
H 5.91105 14.42358 -3.69624
H 3.71211 14.96581 -1.42769
H 4.15264 13.54785 -0.49109
H 5.43446 14.54812 -1.22742

Which structure is the most stable? The one labeled run B.

Run A
Here is an isolated molecule of C3H2ClNOS2 from the OMol25 dataset. Energies are from ωB97M-V/def2-TZVPD.

Calculated values
Orbital gap (spin up / spin down) ... 7.87 / 7.87 eV
HOMO level (spin up / spin down) ... -8.0099 / -8.0101 eV
Total charge ... 0

Atoms and positions in Å:
O 1.57895 1.40269 -0.03084
C 0.59498 0.43407 -0.17153
C 1.00021 -0.85100 -0.00935
S -0.36335 -1.96131 -0.05431
C -1.63176 -0.83680 -0.02933
S -3.22143 -0.71955 -0.03275
N -0.71417 0.66092 -0.31793
Cl -1.51277 2.16100 -0.04922
H 2.37485 1.02802 0.43600
H 1.89450 -1.31805 0.25927

Run B
Here is an isolated molecule of C3H2ClNOS2 from the OMol25 dataset. Energies are from ωB97M-V/def2-TZVPD.

Calculated values
Orbital gap (spin up / spin down) ... 6.23 / 6.22 eV
HOMO level (spin up / spin down) ... -7.5031 / -7.5008 eV
Total charge ... 0

Atoms and positions in Å:
C -0.82812 0.85823 0.05280
C -0.59072 -0.51068 -0.03491
C 1.84789 1.18488 0.15541
N 0.63467 -0.92704 -0.12713
O -1.63484 -1.37733 0.02020
S 3.37764 0.94119 0.00598
S 0.45464 2.00222 -0.06598
Cl 1.02030 -2.56359 0.00268
H -1.80381 1.30241 -0.00379
H -2.47766 -0.91029 -0.00527

Which structure is the most stable? The one labeled run A.

Run A
Here is a cluster of 2 separate species, C32H37N3O2 in total from the OMol25 dataset. Energies are from ωB97M-V/def2-TZVPD.

Calculated values
Orbital gap ... 6.24 eV
HOMO level ... -7.3952 eV
Total charge ... 0

Atoms and positions in Å:
C 3.07983 -0.83126 -0.08490
C 1.84600 -1.70897 0.12452
C 2.28852 -3.15999 0.34270
C 1.07780 -1.21065 1.36290
C -0.33838 -1.79178 1.52091
O -0.76546 -1.86779 2.68261
N -1.04848 -2.17275 0.42072
C -0.43214 -2.38275 -0.77473
O -0.89408 -3.14799 -1.65102
C 0.87476 -1.62574 -1.06078
H 2.79722 0.21899 -0.21777
H 3.73669 -0.89001 0.79241
H 3.65825 -1.14219 -0.96343
H 1.42835 -3.82591 0.48740
H 2.86288 -3.52126 -0.52194
H 2.92149 -3.21949 1.23814
H 1.65427 -1.43440 2.27035
H 0.97741 -0.11708 1.29138
H 0.63467 -0.56351 -1.22915
H 1.33813 -2.02069 -1.97507
C -8.72570 3.35787 2.92608
N -8.23411 2.19243 3.62277
C -8.56821 2.11921 5.02819
C -7.51433 1.23776 2.98098
C -7.01718 0.09467 3.66906
C -6.16272 -0.78971 3.03464
C -5.81031 -0.60923 1.67168
C -4.84648 -1.46225 1.00359
C -3.89432 -2.18001 1.76755
C -3.09003 -3.18845 1.27096
C -2.56489 -4.27102 2.07412
C -1.85359 -5.31309 1.43443
C -1.43482 -6.43482 2.14474
C -1.68109 -6.53393 3.52738
C -2.33632 -5.48031 4.18706
C -2.77384 -4.36035 3.47364
C -4.87843 -1.54702 -0.45764
C -3.68615 -1.47255 -1.18919
C -3.67543 -1.64585 -2.55606
C -4.88612 -1.74997 -3.28004
N -4.87642 -1.77668 -4.64303
C -6.04477 -2.09864 -5.44249
C -3.65397 -1.53311 -5.38127
C -6.10422 -1.79158 -2.55009
C -6.09587 -1.67243 -1.17454
C -6.35406 0.50386 0.98380
C -7.16802 1.41408 1.61753
H -9.21198 3.08762 1.98022
H -9.45286 3.83926 3.58275
H -7.91917 4.07411 2.70751
H -7.73456 1.72067 5.62162
H -8.79537 3.14176 5.35155
H -9.46103 1.49513 5.20322
H -7.28451 -0.07570 4.71143
H -5.76905 -1.65243 3.57666
H -3.78934 -1.93855 2.82734
H -3.04215 -3.32491 0.19942
H -1.64535 -5.21464 0.36558
H -0.92774 -7.24707 1.61792
H -1.35799 -7.42093 4.08665
H -2.52157 -5.54724 5.26276
H -3.27917 -3.54428 3.99214
H -2.75527 -1.30147 -0.65363
H -2.72521 -1.73560 -3.07150
H -6.71050 -2.79108 -4.91077
H -6.62720 -1.20346 -5.72234
H -5.69944 -2.57691 -6.36925
H -3.12283 -0.66276 -4.96949
H -2.98248 -2.40606 -5.33006
H -3.91018 -1.34435 -6.43015
H -7.04978 -1.90298 -3.07587
H -7.03884 -1.69219 -0.62700
H -6.09959 0.67339 -0.06080
H -7.51659 2.28453 1.06910

Run B
Here is a cluster of 2 separate species, C32H37N3O2 in total from the OMol25 dataset. Energies are from ωB97M-V/def2-TZVPD.

Calculated values
Orbital gap ... 4.73 eV
HOMO level ... -6.1580 eV
Total charge ... 0

Atoms and positions in Å:
C -1.27591 -1.97936 -1.52335
C -1.52552 -1.10545 -2.74432
N -1.78908 0.30306 -2.42283
C -3.14660 0.77773 -2.66298
C -3.44518 1.15288 -4.10407
C -0.81010 1.21944 -2.04238
C 0.53957 0.70898 -1.95018
C 1.65530 1.56014 -2.23016
C 2.99484 0.91119 -2.55716
C 3.14649 -0.43104 -2.93650
C 4.41758 -0.97340 -3.18102
C 5.55830 -0.16681 -3.09736
C 5.41231 1.19620 -2.79263
C 4.14533 1.72615 -2.54046
O 1.57945 2.80157 -2.23013
O -1.15207 2.38999 -1.77595
H -0.96458 -2.98025 -1.84168
H -0.49941 -1.56688 -0.87142
H -2.18952 -2.07566 -0.92776
H -0.66457 -1.15360 -3.42950
H -2.40859 -1.46510 -3.29084
H -3.82495 -0.01965 -2.32447
H -3.30068 1.65453 -2.02541
H -4.47262 1.52481 -4.15422
H -2.76456 1.94851 -4.42202
H -3.33938 0.28963 -4.76837
H 0.67389 -0.36438 -1.94763
H 2.25648 -1.05090 -3.05071
H 4.50467 -2.02713 -3.44846
H 6.54769 -0.58812 -3.28527
H 6.28644 1.84881 -2.76011
H 4.03232 2.79047 -2.32917
C -5.78041 -2.75293 1.04442
N -5.29992 -1.40424 0.87959
C -6.12703 -0.39317 0.24900
C -5.21606 0.85225 0.18461
C -3.90578 0.38407 0.71867
C -4.06131 -0.94378 1.18814
C -3.00844 -1.60569 1.84568
C -1.79496 -0.95629 1.96009
C -1.52470 0.25704 1.24072
C -0.23427 0.82208 1.05272
C 0.95652 0.48609 1.76129
C 1.83557 1.54728 2.14886
C 2.97272 1.27936 2.87177
C 3.29587 -0.05789 3.21570
N 4.48357 -0.09696 3.87401
C 5.17152 -1.28387 4.31158
C 5.11590 1.20585 3.96390
C 4.06170 2.17102 3.36595
C 2.45244 -1.12472 2.85992
C 1.32506 -0.85247 2.10589
C -2.65667 0.95426 0.69560
H -4.98062 -3.39146 1.43090
H -6.62909 -2.78456 1.74241
H -6.12605 -3.15644 0.08072
H -6.46149 -0.72293 -0.74685
H -7.03351 -0.20208 0.84279
H -5.13656 1.23476 -0.83975
H -5.63781 1.65760 0.79985
H -3.17368 -2.59982 2.25701
H -1.02857 -1.38380 2.59999
H -0.20570 1.75727 0.49111
H 1.57854 2.57715 1.89112
H 4.48392 -2.13422 4.30600
H 6.02809 -1.51716 3.66012
H 5.55318 -1.13810 5.33072
H 5.37001 1.45008 5.00462
H 6.05382 1.23224 3.38646
H 4.50001 2.77741 2.56488
H 3.70712 2.86009 4.14272
H 2.71332 -2.13914 3.15649
H 0.70742 -1.67520 1.74948
H -2.52103 1.95468 0.27963

Which structure is the most stable? The one labeled run A.